Record 1
63
Properties=species:S:1:pos:R:3:mulliken_charge:R:1 method="wB97M-V/def2-TZVPD" energy_ev=-58228.1277 total_charge=0 homo_energy_ev=-3.880 largest_force_ha_per_bohr=0.01692 lumo_energy_ev=-2.28
C -1.3111 1.6635 -3.2477 -0.807
C -2.5827 0.8254 -3.2399 -0.529
O -2.4466 -0.2949 -2.3811 -0.084
C -2.0489 -1.4928 -3.0171 -0.665
C -1.2352 -2.3529 -2.0058 -0.979
C -0.8478 -1.5419 -0.7691 0.485
C 0.4487 -1.9423 -0.0622 -0.956
C 0.4064 -1.7752 1.4714 -1.487
C 0.7075 -0.4222 2.1494 0.294
N 0.0280 -0.4484 3.4440 -0.463
C 0.3815 0.8734 1.3904 0.070
C -1.1335 1.0024 1.0846 -0.071
C -1.7558 2.1272 1.8792 -0.780
N -1.7570 2.0761 3.1510 -0.453
C 1.2766 1.1868 0.1998 -1.610
C 2.7917 1.0850 0.4891 0.277
C 3.5897 0.7830 -0.7939 -0.953
C 3.2666 1.8497 -1.8124 0.469
O 3.3696 3.0241 -1.6242 -0.472
Cl 2.6990 1.2105 -3.3466 -0.170
C 3.2678 0.1518 1.6314 -0.596
O 4.0740 -0.9585 1.2825 -0.371
N 3.4018 -1.9961 0.5470 0.505
O 4.1577 -2.8142 0.2502 -0.464
N 2.1729 -0.2445 2.6163 -0.196
P 2.8528 -1.4811 3.7910 0.533
O 4.0936 -0.9109 4.3387 -0.635
H -1.5058 2.5954 -3.7851 0.505
H -1.0031 1.9283 -2.2333 0.040
H -0.4885 1.1631 -3.7652 0.165
H -3.4482 1.4138 -2.9210 0.261
H -2.8047 0.5072 -4.2640 0.440
H -1.4394 -1.2625 -3.8974 0.343
H -2.9335 -2.0419 -3.3496 0.263
H -1.8411 -3.2042 -1.6886 0.362
H -0.3563 -2.7743 -2.5030 0.382
H -0.7866 -0.5052 -1.0732 -0.701
H -1.6712 -1.6079 -0.0551 0.316
H 1.2698 -1.3911 -0.5050 0.360
H 0.6754 -2.9954 -0.2593 0.606
H 1.0138 -2.5594 1.9284 0.333
H -0.6119 -2.0090 1.7884 0.737
H -0.0074 0.4848 3.8497 0.343
H -0.9475 -0.6881 3.3211 0.381
H 0.5949 1.6573 2.1322 1.135
H -1.2979 1.1728 0.0229 -0.481
H -1.6595 0.0843 1.3405 0.309
H -2.1743 2.9670 1.3198 0.449
H -2.2120 2.8898 3.5578 0.262
H 0.9841 0.6192 -0.6824 0.162
H 1.0906 2.2342 -0.0506 0.736
H 3.1108 2.0852 0.7918 0.727
H 4.6629 0.8678 -0.6069 0.558
H 3.3605 -0.1968 -1.1988 0.370
H 3.9728 0.7118 2.2475 0.644
H 2.1012 0.5666 3.2394 0.768
H 2.9502 -2.6147 2.9902 0.083
H 1.7666 -1.6506 4.6391 0.160
C -5.6609 0.4856 -1.5754 -0.121
O -6.1324 1.1875 -2.6110 -0.855
H -5.4544 1.0809 -0.6224 0.028
H -6.3064 -0.3588 -1.1849 0.244
H -4.6779 -0.0255 -1.7529 -0.209

---

Record 2
53
Properties=species:S:1:pos:R:3:mulliken_charge:R:1 method="wB97M-V/def2-TZVPD" energy_ev=-62461.4082 total_charge=-2 homo_energy_ev=-0.465 largest_force_ha_per_bohr=0.01241 lumo_energy_ev=5.00
Li -0.1357 0.2510 1.0587 0.903
C 1.6640 -1.9087 -0.4343 0.513
C 2.1617 -1.1614 -1.5211 0.057
C 1.1987 -1.1905 -2.5520 0.837
C 0.0945 -1.9363 -2.0960 0.872
C 0.3814 -2.3737 -0.7862 0.160
C -0.4652 -3.2720 0.0657 -1.510
C -1.1684 -2.2469 -2.8431 -1.606
C 1.4103 -0.5718 -3.9009 -1.735
C 3.4903 -0.4783 -1.6334 -1.549
C 2.3986 -2.3006 0.8159 -1.324
H -0.4400 -2.9739 1.1176 0.257
H -0.1498 -4.3275 0.0323 0.243
H -1.5159 -3.2509 -0.2396 0.393
H -1.0264 -2.1777 -3.9274 0.370
H -2.0135 -1.5886 -2.5981 0.127
H -1.5109 -3.2683 -2.6411 0.464
H 1.4370 0.5283 -3.8857 0.242
H 0.6238 -0.8528 -4.6092 0.342
H 2.3610 -0.8863 -4.3533 0.435
H 3.4008 0.5904 -1.8673 0.247
H 4.1248 -0.9077 -2.4244 0.255
H 4.0600 -0.5454 -0.7039 0.380
H 1.8794 -1.9948 1.7255 0.156
H 3.3971 -1.8559 0.8480 0.323
H 2.5407 -3.3892 0.8796 0.255
O -2.3398 2.3535 3.3124 -0.546
P -0.8196 2.5380 2.8260 0.549
O -0.3655 3.9168 3.0829 -0.795
O -0.6499 1.9522 1.4425 -0.325
O -0.0644 1.4701 3.8251 -0.217
P -0.4255 -0.1094 3.8032 0.218
O 0.4180 -0.6414 5.0730 -0.529
O -1.8920 -0.2390 4.0850 -0.823
O 0.1662 -0.7315 2.5792 -0.196
H -2.4718 1.4177 3.5945 0.448
H -0.1009 -0.4701 5.8667 0.274
C -3.6711 0.9275 0.4373 -0.377
O -3.2725 1.9832 -0.4328 -0.455
P -1.9329 1.7184 -1.3198 0.892
O -2.6833 1.3450 -2.7250 -0.441
C -1.7695 0.9753 -3.7579 -0.407
O -1.5741 3.2640 -1.6821 -0.493
C -0.6120 3.9225 -0.8514 -0.699
H -4.4280 1.3334 1.1065 0.214
H -2.8375 0.5827 1.0502 0.065
H -4.0907 0.0901 -0.1278 0.279
H -0.9296 0.4096 -3.3485 -0.146
H -1.3956 1.8675 -4.2660 0.319
H -2.3050 0.3429 -4.4659 0.269
H -0.3074 4.8231 -1.3860 0.264
H 0.2529 3.2825 -0.6721 0.309
H -1.0413 4.1818 0.1153 0.240

---

Record 3
22
Properties=species:S:1:pos:R:3:mulliken_charge:R:1 method="wB97M-V/def2-TZVPD" energy_ev=-19885.5517 total_charge=0 homo_energy_ev="-9.225 / -6.911" largest_force_ha_per_bohr=0.08643 lumo_energy_ev="-0.06 / -0.47"
C 0.5633 -0.3070 -3.6269 -0.364
C 0.9567 0.9130 -3.0632 -0.277
C 0.6915 -1.5054 -2.8909 -0.277
C 1.4272 0.9754 -1.7951 -0.074
C 1.4631 -1.4401 -1.7353 -0.297
C 1.7009 -0.2056 -1.1723 -0.297
C -1.7048 -0.4255 2.5670 -0.426
C -1.2817 0.4630 3.6630 -0.371
N -0.9034 0.0427 1.3765 -0.169
O 0.1064 0.7716 3.5739 -0.268
Si 0.5450 0.7249 2.0342 -0.073
H -0.0451 -0.3687 -4.5310 0.321
H 0.9906 1.7748 -3.8521 0.227
H 0.1591 -2.3975 -3.3144 0.334
H 1.5899 1.8766 -1.2590 0.419
H 1.7356 -2.4312 -1.1132 0.253
H -1.5493 -1.5219 2.5783 0.308
H -2.7668 -0.2474 2.4131 0.288
H -1.8236 1.4390 3.3423 0.249
H -1.6052 0.1264 4.6474 0.322
H -1.1812 -0.4334 0.4817 0.241
H 0.9319 2.1763 1.6758 -0.068

---

Record 4
8
Properties=species:S:1:pos:R:3:mulliken_charge:R:1 method="wB97M-V/def2-TZVPD" energy_ev=-7704.8448 total_charge=0 homo_energy_ev=-10.699 largest_force_ha_per_bohr=0.12723 lumo_energy_ev=0.53 smiles="C=NOC=O"
C 1.6307 -0.2177 0.0939 -0.197
C -1.7112 0.2582 -0.0569 0.212
H 2.4278 -1.0086 -0.1148 0.249
H 1.9550 0.7354 0.4255 0.298
H -2.3070 1.2131 -0.0882 0.291
N 0.4235 -0.7018 -0.2324 -0.259
O -0.3268 0.5898 -0.1047 -0.179
O -2.0920 -0.8683 0.0776 -0.415

---

Record 5
18
Properties=species:S:1:pos:R:3:mulliken_charge:R:1 method="wB97M-V/def2-TZVPD" energy_ev=-8897.5750 total_charge=0 homo_energy_ev=-8.828 largest_force_ha_per_bohr=0.09760 lumo_energy_ev=1.08
C -0.7019 2.0720 0.6819 -1.137
C 0.2441 1.0029 1.2111 -0.435
N -0.0745 -0.2909 0.6195 -0.374
C 0.9857 -1.2856 0.5384 -0.458
C 0.5223 -0.6065 -0.6913 0.137
C -0.4458 -1.1950 -1.6073 -0.602
O -1.5183 -1.7683 -1.0475 -0.527
H -0.4947 3.0412 1.1487 0.384
H -1.7426 1.8013 0.8907 0.293
H -0.5906 2.1844 -0.4030 0.298
H 1.2922 1.2881 1.0086 0.305
H 0.1388 0.9058 2.2991 0.323
H 1.9722 -1.0108 0.9174 0.283
H 0.6836 -2.3134 0.7343 0.226
H 1.3057 -0.0592 -1.2579 0.307
H -0.7163 -0.6570 -2.4909 0.364
H 0.7155 -1.7116 -2.3868 0.157
H -1.5792 -1.3663 -0.1539 0.454

---

Record 6
19
Properties=species:S:1:pos:R:3:mulliken_charge:R:1 method="wB97M-V/def2-TZVPD" multiplicity=3 energy_ev=-9367.6170 total_charge=+1 homo_energy_ev="-9.814 / -15.032" largest_force_ha_per_bohr=0.13179 lumo_energy_ev="-3.88 / -7.65"
C 0.6495 -0.0558 -1.1239 -0.913
C 1.3981 1.2186 -0.7547 -0.624
C -0.9154 -0.0680 -0.7730 -0.632
C -0.0671 -0.1886 1.6483 -0.598
C 1.8186 1.3208 0.7212 -0.066
C -1.0555 -0.8211 0.4552 0.289
N 1.1615 0.6278 1.5647 -0.052
N -1.9834 -1.6287 0.7810 -0.402
H 0.5991 -0.2720 -2.2344 0.390
H 1.1973 -0.7904 -0.6883 0.523
H 2.2369 1.4646 -1.4403 0.401
H 0.9007 2.1245 -0.8466 0.428
H -1.0214 1.0906 -0.7061 0.269
H -1.4099 -0.4618 -1.5707 0.448
H 0.2544 -0.9401 2.3439 0.402
H -0.6662 0.7311 2.0502 0.320
H 2.7057 1.8459 1.1719 0.415
H -2.8059 -1.8785 0.2733 0.226
H -2.1218 -2.2296 1.5653 0.178

---

Record 7
13
Properties=species:S:1:pos:R:3:mulliken_charge:R:1 method="wB97M-V/def2-TZVPD" energy_ev=-9374.1994 total_charge=0 homo_energy_ev="-7.660 / -8.040" largest_force_ha_per_bohr=0.02875 lumo_energy_ev="-0.46 / 0.24"
O 2.2686 1.4278 -1.4015 -0.563
C 2.0456 0.7805 -0.3830 -0.218
C 0.7709 0.2614 -0.0514 0.327
O 0.6484 -0.5773 1.0091 -0.283
C -0.5630 -0.9869 1.1752 -0.210
C -1.4759 -0.2133 0.2818 -0.444
C -0.4924 0.1340 -0.8423 -0.392
H 2.8366 0.5889 0.3737 0.295
H -0.3842 -0.7256 -1.5279 0.227
H -0.7496 -1.6779 1.9846 0.422
H -2.3875 -0.7303 -0.0198 0.310
H -1.7599 0.7071 0.8309 0.232
H -0.7577 1.0117 -1.4293 0.297